Entry 1:
This record from the OMol25 dataset describes C36H60GdOP2 as an isolated structure at a distorted geometry. The level of theory is the ωB97M-V functional and the def2-TZVPD basis.

The geometry in ORCA input format:
```
! wB97M-V def2-TZVPD RIJCOSX def2/J DEFGRID3
* xyz 1 8
Gd -0.588 1.333 1.919
C 1.291 1.538 3.502
C 1.874 1.676 2.214
C 0.387 3.426 2.502
C 0.346 2.617 3.686
C 1.340 2.841 1.601
C 1.660 0.451 4.448
H 2.728 0.199 4.370
H 1.086 -0.466 4.229
H 1.452 0.731 5.484
C -0.663 2.740 4.773
H -1.586 2.152 4.598
H -0.988 3.783 4.892
H -0.250 2.419 5.735
C -0.583 4.505 2.180
H -0.848 5.027 3.102
H -1.528 4.180 1.702
H -0.119 5.232 1.509
C 1.692 3.303 0.237
H 2.608 3.917 0.240
H 0.898 3.915 -0.202
H 1.904 2.474 -0.450
C 2.867 0.744 1.605
H 3.916 1.079 1.678
H 2.681 0.620 0.527
H 2.820 -0.254 2.058
C 0.553 -2.266 -1.154
C 1.666 -2.462 -0.431
C 3.079 -2.151 -0.788
C 3.288 -1.447 -2.158
C 3.002 0.013 -2.167
C 1.845 0.631 -2.420
C 0.462 0.087 -2.246
C 0.308 -1.447 -2.377
H 3.677 -3.083 -0.825
H 2.770 -2.008 -2.942
H 3.511 -1.534 0.020
H 0.880 -1.804 -3.239
H -0.373 -2.764 -0.801
H 1.592 -3.089 0.470
H -0.747 -1.636 -2.651
H 0.019 0.422 -1.279
H 1.853 1.726 -2.509
H -0.195 0.549 -3.014
H 4.357 -1.558 -2.395
H 3.884 0.644 -1.994
P -0.251 0.071 -5.487
P -0.290 2.916 -6.366
C -0.493 0.298 -7.343
C -0.938 1.718 -7.659
H -1.245 -0.430 -7.681
H 0.456 0.074 -7.852
H -0.573 2.036 -8.649
H -2.035 1.804 -7.659
C -0.987 4.361 -7.278
H -0.599 5.289 -6.845
H -2.079 4.349 -7.178
H -0.725 4.320 -8.344
C 1.410 3.008 -7.076
H 1.384 2.994 -8.172
H 2.024 2.177 -6.718
H 1.868 3.947 -6.748
C -1.826 -0.864 -5.261
H -1.949 -1.178 -4.218
H -1.837 -1.738 -5.928
H -2.657 -0.192 -5.526
C 1.033 -1.228 -5.688
H 1.609 -1.045 -6.615
H 0.567 -2.231 -5.747
H 1.752 -1.187 -4.853
C -2.202 0.431 6.914
C -1.291 -0.405 6.006
C -0.382 -1.263 6.895
C -2.094 -1.285 5.057
C -3.111 -2.068 5.584
C -3.744 -3.035 4.818
C -3.273 -3.320 3.537
C -2.222 -2.589 2.996
C -1.421 -3.152 1.823
C -0.186 -3.893 2.341
C -2.240 -4.150 0.999
C -1.842 -1.379 3.653
O -1.412 -0.339 2.964
H -2.685 -0.223 7.651
H -2.983 0.946 6.341
H -1.616 1.185 7.458
H -0.658 0.266 5.414
H -0.994 -1.864 7.582
H 0.234 -1.946 6.299
H 0.283 -0.619 7.483
H -3.355 -1.938 6.644
H -4.546 -3.635 5.248
H -3.665 -4.176 2.988
H -1.080 -2.330 1.172
H -0.499 -4.763 2.934
H 0.413 -4.249 1.498
H 0.437 -3.252 2.971
H -3.231 -3.758 0.754
H -1.723 -4.390 0.065
H -2.356 -5.083 1.564
*
```

For the frontier orbital gap (alpha / beta), the calculation gives 5.931 / 3.715 eV. For the HOMO energy (alpha / beta), the calculation gives -0.3481 / -0.3481 hartree. The expectation value of S² is 16.249.

Results of the Mulliken charge analysis, in e, for atoms 1 through 2: 0.632 0.558



Entry 2:
This record from the OMol25 dataset describes a 14-piece molecular cluster, C48H117FN9O20P3 overall at a distorted geometry. The level of theory is the ωB97M-V functional and the def2-TZVPD basis.

The geometry in ORCA input format:
```
! wB97M-V def2-TZVPD RIJCOSX def2/J DEFGRID3
* xyz 0 1
C 10.980 24.038 7.707
C 9.932 24.808 8.462
C 9.676 24.231 9.859
C 8.525 24.956 10.686
N 7.827 23.915 11.701
C 6.892 24.661 12.637
C 7.776 25.177 13.776
C 9.061 24.420 13.771
C 8.832 23.384 12.682
C 7.147 22.756 10.932
H 11.994 24.180 8.080
H 11.112 24.500 6.729
H 10.741 22.988 7.538
H 8.985 24.909 7.931
H 10.395 25.775 8.658
H 10.664 24.274 10.319
H 9.558 23.163 9.675
H 7.806 25.507 10.080
H 8.896 25.796 11.274
H 6.127 23.988 13.025
H 6.435 25.482 12.085
H 7.402 25.028 14.788
H 7.868 26.260 13.865
H 9.330 23.921 14.702
H 9.868 25.065 13.423
H 8.364 22.499 13.112
H 9.666 22.993 12.099
H 7.933 22.068 10.621
H 6.457 23.120 10.171
H 6.534 22.287 11.701
F 1.960 24.695 10.603
C 13.875 20.499 17.839
C 14.804 20.694 19.038
C 14.772 19.794 20.225
C 14.806 18.327 19.958
C 14.845 17.448 21.302
C 13.829 17.647 22.516
H 12.873 20.234 18.179
H 14.061 19.685 17.138
H 13.843 21.391 17.213
H 15.840 20.485 18.773
H 14.710 21.701 19.444
H 13.886 20.087 20.789
H 15.625 19.940 20.887
H 13.904 18.146 19.372
H 15.702 18.106 19.378
H 14.760 16.423 20.940
H 15.872 17.416 21.667
H 12.862 17.185 22.315
H 14.181 17.051 23.358
H 13.588 18.672 22.799
C 17.243 28.486 14.974
C 16.003 28.520 14.183
O 14.976 28.005 14.579
N 16.063 29.365 13.182
C 14.940 29.695 12.252
H 17.205 29.222 15.778
H 18.117 28.794 14.399
H 17.440 27.477 15.335
H 16.960 29.806 13.034
H 15.379 30.196 11.390
H 14.177 30.337 12.691
H 14.510 28.736 11.961
C 5.918 18.206 17.126
C 5.862 17.226 16.028
O 6.636 17.281 15.074
N 4.827 16.355 16.090
C 4.287 15.434 15.128
H 4.964 18.487 17.573
H 6.147 19.166 16.663
H 6.658 18.021 17.904
H 4.366 16.346 16.989
H 3.466 14.877 15.579
H 4.902 14.569 14.880
H 3.867 16.080 14.357
C 10.469 14.680 9.316
C 10.537 15.996 10.130
O 10.095 17.066 9.689
N 11.032 15.946 11.362
C 11.521 14.854 12.193
H 10.963 13.867 9.848
H 10.985 14.690 8.356
H 9.425 14.388 9.204
H 10.737 16.834 11.742
H 12.431 14.391 11.811
H 10.819 14.022 12.250
H 11.684 15.189 13.218
C 3.569 27.984 7.511
C 4.112 27.028 6.524
O 4.907 27.487 5.726
N 3.627 25.794 6.485
C 3.950 24.792 5.474
H 3.716 29.016 7.192
H 4.254 27.836 8.346
H 2.527 27.714 7.687
H 3.142 25.399 7.278
H 5.014 24.854 5.242
H 3.285 24.793 4.611
H 3.717 23.925 6.093
C 17.900 25.656 9.004
C 19.082 26.644 9.066
O 18.876 27.813 9.153
N 20.337 26.230 9.414
C 20.912 24.894 9.595
H 16.910 26.082 8.846
H 17.977 25.039 9.900
H 18.050 24.916 8.218
H 21.021 26.891 9.753
H 20.303 24.005 9.759
H 21.430 25.009 10.547
H 21.626 24.630 8.814
C -3.382 19.505 10.893
C -1.886 19.864 11.090
O -1.482 20.996 11.229
N -0.997 18.865 11.100
C 0.394 19.010 10.612
H -3.419 19.138 9.867
H -3.989 20.357 11.197
H -3.777 18.717 11.536
H -1.376 17.929 11.128
H 0.856 18.155 10.119
H 1.155 19.250 11.355
H 0.551 19.929 10.046
C 8.008 19.831 3.012
C 7.309 19.568 1.705
O 6.068 19.744 1.607
N 7.994 19.140 0.623
C 7.473 18.998 -0.767
H 7.285 19.479 3.749
H 8.257 20.891 3.070
H 8.820 19.132 3.212
H 8.950 18.826 0.707
H 7.931 19.833 -1.296
H 6.385 19.036 -0.822
H 7.763 18.040 -1.199
C 14.485 21.415 -0.494
C 14.816 20.142 -1.198
O 13.993 19.408 -1.731
N 16.173 19.870 -1.289
C 16.769 18.655 -1.906
H 14.498 22.188 -1.262
H 15.252 21.928 0.086
H 13.562 21.481 0.083
H 16.842 20.569 -1.001
H 16.155 18.358 -2.756
H 17.031 17.867 -1.201
H 17.733 18.855 -2.374
C 17.510 29.596 1.197
O 16.264 28.823 1.040
P 14.772 29.212 1.576
O 14.162 30.460 1.149
O 13.880 27.942 1.305
C 12.481 28.077 1.298
O 14.880 29.153 3.228
C 15.382 30.200 4.063
H 17.474 30.219 2.090
H 17.734 30.205 0.322
H 18.372 28.980 1.454
H 11.904 27.183 1.534
H 12.243 28.469 0.309
H 12.227 28.787 2.085
H 16.324 30.036 4.586
H 14.662 30.297 4.876
H 15.252 31.163 3.570
C -1.301 28.002 16.899
O -0.652 26.801 16.878
P 0.260 26.438 15.595
O -0.458 26.352 14.305
O 1.532 27.535 15.574
C 1.451 28.672 14.728
O 0.977 25.115 16.182
C 0.444 23.781 16.002
H -0.445 28.670 16.993
H -2.034 28.084 17.701
H -1.807 28.319 15.987
H 1.526 29.635 15.233
H 0.469 28.794 14.271
H 2.115 28.676 13.864
H 0.736 23.254 16.911
H 0.939 23.290 15.164
H -0.639 23.749 15.880
C 9.333 31.813 8.994
O 9.064 31.672 10.386
P 8.539 32.858 11.322
O 9.368 34.033 11.367
O 7.031 32.994 10.820
C 6.616 33.818 9.749
O 8.505 32.118 12.796
C 9.346 32.628 13.846
H 10.098 31.138 8.611
H 9.794 32.798 8.912
H 8.496 31.733 8.300
H 7.476 34.305 9.290
H 5.979 34.614 10.134
H 5.924 33.347 9.051
H 10.343 32.463 13.437
H 9.265 31.896 14.650
H 9.262 33.674 14.142
*
```

For the frontier orbital gap, the calculation gives 4.877 eV. For the HOMO energy, the calculation gives -0.1928 hartree.

Results of the Mulliken charge analysis, in e, for atoms 1 through 2: -1.370 -0.410